1.
Density functional theory data (wB97M-V/def2-TZVPD) for a molecular structure, C33H57BrN2O2SiY.

XYZ file:
```
97
Properties=species:S:1:pos:R:3:lowdin_charge:R:1
O 1.031 -1.352 -0.096 -0.36
O 0.880 -0.347 -3.478 -0.24
C 2.460 -1.757 -0.102 -0.19
C 2.744 -2.984 0.732 -0.04
H 2.993 -0.880 0.282 0.11
H 2.758 -1.897 -1.155 0.12
H 2.433 -2.859 1.777 0.06
H 3.827 -3.144 0.732 0.10
H 2.274 -3.885 0.329 0.08
C 0.042 -2.407 -0.349 -0.20
C 0.347 -3.167 -1.618 -0.05
H -0.936 -1.900 -0.407 0.11
H 0.041 -3.056 0.538 0.11
H 0.540 -2.485 -2.455 0.06
H -0.510 -3.797 -1.890 0.10
H 1.210 -3.826 -1.483 0.08
C -0.229 0.236 -4.199 -0.26
C 1.891 -0.887 -4.353 -0.27
C -1.510 -0.552 -4.009 -0.06
H 0.008 0.303 -5.279 0.13
H -0.365 1.261 -3.819 0.09
H -1.411 -1.580 -4.389 0.08
H -2.313 -0.059 -4.574 0.09
H -1.815 -0.581 -2.954 0.06
C 1.397 -2.030 -5.225 -0.07
H 2.700 -1.229 -3.694 0.11
H 2.290 -0.084 -4.999 0.12
H 0.911 -2.818 -4.633 0.07
H 2.260 -2.471 -5.737 0.09
H 0.702 -1.675 -5.999 0.08
H 1.117 0.196 -1.474 0.06
N -0.634 -0.601 3.182 -0.03
C -1.415 -0.025 4.115 -0.32
C -2.163 1.141 3.909 -0.02
C -2.387 1.800 2.696 -0.32
C -1.596 -0.697 5.456 0.00
H -0.664 -1.119 5.849 0.09
H -2.343 -1.504 5.405 0.10
H -1.968 0.040 6.176 0.09
C -3.516 2.783 2.596 0.00
H -4.223 2.505 1.803 0.10
H -3.150 3.799 2.395 0.09
H -4.053 2.790 3.550 0.09
N -1.614 1.597 1.625 -0.08
C -0.327 -1.999 3.322 -0.24
C 0.917 -2.402 3.854 -0.25
C 1.917 -1.389 4.321 -0.06
C 1.195 -3.766 3.971 -0.05
H 2.160 -4.069 4.380 0.12
C 0.252 -4.721 3.592 -0.06
H 0.489 -5.783 3.678 0.11
C -1.000 -4.320 3.125 -0.04
H -1.758 -5.059 2.861 0.12
C -1.310 -2.966 3.000 -0.24
C -2.684 -2.542 2.577 -0.03
C -1.890 2.208 0.350 -0.27
C -1.298 3.452 0.030 -0.24
C -0.486 4.184 1.058 -0.03
C -1.462 3.952 -1.263 -0.04
H -0.998 4.905 -1.524 0.12
C -2.217 3.246 -2.206 -0.06
H -2.330 3.639 -3.217 0.11
C -2.858 2.055 -1.854 -0.05
H -3.491 1.527 -2.570 0.12
C -2.723 1.530 -0.570 -0.22
C -3.410 0.257 -0.178 -0.03
Y 0.302 0.516 1.259 1.23
H 2.561 -1.035 3.501 0.04
H 2.577 -1.841 5.074 0.09
H 1.448 -0.506 4.773 0.07
H -2.665 -1.727 1.841 0.05
H -3.296 -2.209 3.431 0.09
H -3.208 -3.392 2.117 0.09
H -0.162 5.151 0.654 0.09
H 0.427 3.637 1.361 0.02
H -1.058 4.376 1.978 0.08
H -3.791 0.280 0.853 0.08
H -2.748 -0.623 -0.271 0.06
H -4.268 0.077 -0.842 0.10
H -2.732 1.504 4.762 0.11
C 1.170 1.288 -1.121 -0.23
Si 2.364 2.403 -2.138 0.49
H 0.144 1.712 -1.160 0.03
H 1.700 1.385 -0.127 -0.08
C 3.976 1.488 -2.417 -0.16
C 2.673 3.943 -1.102 -0.17
C 1.691 2.976 -3.789 -0.17
H 2.346 3.765 -4.186 0.05
H 0.681 3.395 -3.700 0.03
H 1.666 2.166 -4.529 0.02
H 4.502 1.324 -1.465 0.04
H 4.629 2.087 -3.068 0.05
H 3.809 0.516 -2.901 0.01
H 2.839 3.697 -0.045 0.00
H 1.829 4.646 -1.165 0.03
H 3.568 4.465 -1.473 0.04
Br 2.297 1.803 2.377 0.12
```

Values from the calculation:
Orbital gap: 0.311 Ha
HOMO energy: -10.740 eV
Net charge: +1
Lowest unoccupied orbital energy: -0.08414 Eh


2.
Density functional theory data (wB97M-V/def2-TZVPD) for C5H10N2O in the gas phase.

XYZ file:
```
18
Properties=species:S:1:pos:R:3:lowdin_charge:R:1
C -0.586 0.686 -1.687 -0.07
N 0.154 -0.184 -0.766 -0.13
N -0.652 -1.418 -0.800 0.01
C -1.034 -1.598 0.603 -0.18
C -0.340 -0.509 1.414 0.01
C 0.260 0.197 0.503 -0.41
C 1.101 1.300 0.850 -0.25
O 2.501 1.143 0.826 -0.01
H -0.444 0.297 -2.746 0.10
H -1.660 0.818 -1.473 0.10
H -0.088 1.654 -1.732 0.07
H 0.012 -2.049 -1.096 0.08
H -0.810 -2.581 0.939 0.09
H -2.180 -1.401 0.559 0.13
H -0.174 -0.656 2.485 0.12
H 0.764 1.744 1.818 0.14
H 0.709 2.097 0.141 0.13
H 2.465 0.460 0.163 0.07
```

Values from the calculation:
Orbital gap: 0.342 Ha
SMILES string: CN1NCC=C1CO
HOMO energy: -8.323 eV
Lowest unoccupied orbital energy: 0.03598 Eh


3.
Density functional theory data (wB97M-V/def2-TZVPD) for a gas-phase ion, C4H5N4 (charge +1).

XYZ file:
```
13
Properties=species:S:1:pos:R:3:lowdin_charge:R:1
H -0.568 2.350 -0.757 0.20
N -0.426 1.389 -0.261 0.18
C -1.286 0.461 -0.158 -0.17
N -1.030 -0.804 0.247 0.11
C 0.315 -1.015 0.449 -0.09
C 1.053 -1.006 -0.843 -0.07
N 1.464 0.168 -0.922 0.10
N 1.479 0.831 0.427 0.12
C 0.948 0.005 1.292 -0.04
H -2.417 0.654 -0.296 0.20
H -1.662 -1.573 0.200 0.17
H 0.984 -1.650 -1.710 0.14
H 1.145 0.190 2.332 0.14
```

Values from the calculation:
Orbital gap (alpha / beta): 0.255 / 0.305 Ha
SMILES string: [H]/N=C/[NH+]=C1C=NN=C1
HOMO energy (alpha / beta): -14.351 / -14.933 eV
Net charge: +1
Lowest unoccupied orbital energy (alpha / beta): -0.27253 / -0.24394 Eh


4.
Density functional theory data (wB97M-V/def2-TZVPD) for C5H10O in the gas phase.

XYZ file:
```
16
Properties=species:S:1:pos:R:3:lowdin_charge:R:1
C -1.008 -1.673 0.566 -0.11
C -0.274 -0.384 0.846 -0.21
C 0.070 0.396 -0.548 -0.30
C 1.515 0.481 -1.083 -0.06
C -0.389 1.653 0.078 -0.33
O 0.339 2.388 0.704 0.05
H -1.983 -1.441 0.120 0.08
H -1.182 -2.278 1.461 0.07
H -0.418 -2.238 -0.155 0.07
H -0.909 0.200 1.552 0.11
H 0.657 -0.487 1.412 0.12
H -0.599 0.082 -1.371 0.14
H 2.223 0.580 -0.261 0.07
H 1.649 1.380 -1.708 0.08
H 1.807 -0.368 -1.716 0.07
H -1.499 1.710 0.104 0.13
```

Values from the calculation:
Orbital gap: 0.384 Ha
SMILES string: CC[C@H](C)C=O
HOMO energy: -9.465 eV
Lowest unoccupied orbital energy: 0.03664 Eh


5.
Density functional theory data (wB97M-V/def2-TZVPD) for 12 unconnected molecules or ions with the total composition C56H144N8O24.

XYZ file:
```
232
Properties=species:S:1:pos:R:3:lowdin_charge:R:1
C -0.432 -8.035 -4.156 -0.10
O -0.857 -9.381 -4.243 -0.16
C -1.438 -9.776 -5.405 -0.29
C -1.377 -11.274 -5.561 -0.20
N 0.005 -11.818 -5.785 -0.04
C -0.005 -13.198 -6.246 -0.22
C -0.563 -14.156 -5.179 -0.20
O -1.999 -14.087 -5.279 -0.25
C -2.724 -14.977 -4.455 -0.10
H 0.161 -7.622 -4.972 0.08
H 0.227 -7.941 -3.293 0.09
H -1.292 -7.372 -4.065 0.08
H -0.887 -9.477 -6.297 0.12
H -2.485 -9.472 -5.404 0.13
H -2.121 -11.524 -6.317 0.12
H -1.842 -11.664 -4.655 0.12
H 0.423 -11.328 -6.563 0.10
H 0.959 -13.580 -6.581 0.11
H -0.625 -13.255 -7.140 0.11
H -0.177 -13.863 -4.203 0.12
H -0.260 -15.172 -5.432 0.11
H -3.776 -14.896 -4.729 0.09
H -2.408 -14.678 -3.456 0.09
H -2.366 -15.981 -4.684 0.08
C 11.856 7.211 5.418 -0.09
O 11.420 8.571 5.570 -0.19
C 11.269 9.037 6.883 -0.22
C 9.905 8.560 7.529 -0.21
N 8.846 9.202 6.805 -0.07
C 7.549 8.747 7.226 -0.22
C 7.042 7.628 6.314 -0.20
O 5.883 6.914 6.843 -0.19
C 5.517 5.802 6.058 -0.14
H 12.814 7.074 5.920 0.08
H 12.172 6.832 4.445 0.09
H 11.177 6.500 5.888 0.08
H 11.587 10.078 6.947 0.12
H 11.972 8.565 7.569 0.10
H 9.879 8.788 8.595 0.12
H 9.958 7.472 7.510 0.10
H 9.055 9.187 5.817 0.11
H 6.821 9.559 7.207 0.11
H 7.564 8.358 8.244 0.12
H 7.902 6.983 6.134 0.12
H 6.710 8.134 5.407 0.12
H 4.474 5.525 6.213 0.08
H 6.106 4.917 6.299 0.08
H 5.692 5.953 4.993 0.08
C 10.333 -4.308 6.629 -0.10
O 9.033 -4.715 7.058 -0.20
C 8.128 -3.636 7.323 -0.23
C 6.708 -4.125 7.685 -0.19
N 5.790 -3.115 8.203 -0.06
C 5.275 -2.224 7.170 -0.23
C 4.454 -1.084 7.707 -0.22
O 5.223 -0.245 8.593 -0.19
C 4.351 0.517 9.407 -0.12
H 10.925 -5.221 6.559 0.09
H 10.724 -3.595 7.355 0.08
H 10.187 -3.687 5.745 0.08
H 8.077 -2.855 6.565 0.10
H 8.554 -3.049 8.138 0.12
H 6.925 -4.735 8.562 0.11
H 6.187 -4.688 6.911 0.12
H 6.245 -2.493 8.856 0.10
H 4.605 -2.735 6.479 0.12
H 6.128 -1.799 6.640 0.11
H 3.568 -1.479 8.204 0.12
H 4.097 -0.464 6.885 0.12
H 3.646 1.168 8.889 0.09
H 4.921 1.206 10.032 0.08
H 3.859 -0.209 10.054 0.09
C -1.266 2.116 3.044 -0.11
O -0.394 1.483 2.113 -0.24
C -0.558 0.032 2.002 -0.16
C -1.718 -0.413 1.031 -0.19
N -1.467 -0.458 -0.417 -0.07
C -1.287 0.872 -0.975 -0.21
C -1.247 0.643 -2.512 -0.17
O -2.564 0.102 -2.933 -0.22
C -2.641 -0.395 -4.283 -0.10
H -0.892 1.836 4.029 0.08
H -2.288 1.774 2.883 0.08
H -1.180 3.199 2.956 0.08
H -0.727 -0.349 3.009 0.11
H 0.471 -0.204 1.730 0.12
H -2.615 0.146 1.298 0.10
H -2.021 -1.427 1.290 0.11
H -2.171 -0.913 -0.980 0.10
H -0.330 1.232 -0.597 0.11
H -2.028 1.615 -0.678 0.12
H -0.447 -0.078 -2.681 0.11
H -0.934 1.495 -3.114 0.11
H -2.271 0.304 -5.034 0.08
H -3.659 -0.651 -4.574 0.08
H -1.989 -1.266 -4.354 0.08
C -8.786 0.937 -1.788 -0.10
O -9.263 0.492 -0.481 -0.18
C -8.525 -0.686 -0.049 -0.21
C -9.091 -1.294 1.269 -0.22
N -10.386 -1.879 1.033 -0.04
C -10.882 -2.354 2.365 -0.22
C -12.323 -2.724 2.303 -0.25
O -13.052 -1.877 1.423 -0.19
C -14.458 -1.740 1.770 -0.07
H -7.790 1.379 -1.818 0.08
H -9.406 1.776 -2.102 0.08
H -8.892 0.153 -2.539 0.08
H -7.447 -0.566 0.059 0.11
H -8.464 -1.396 -0.875 0.11
H -9.248 -0.519 2.020 0.11
H -8.369 -1.983 1.706 0.12
H -11.117 -1.280 0.677 0.10
H -10.820 -1.678 3.218 0.11
H -10.290 -3.167 2.785 0.12
H -12.667 -2.641 3.334 0.11
H -12.422 -3.802 2.173 0.12
H -14.481 -1.496 2.832 0.08
H -14.854 -2.738 1.580 0.08
H -15.136 -1.121 1.183 0.08
C 4.509 1.682 -2.533 -0.08
O 3.942 0.383 -2.309 -0.22
C 4.881 -0.633 -2.020 -0.23
C 4.163 -1.722 -1.196 -0.22
N 5.064 -2.767 -0.820 -0.08
C 4.672 -3.553 0.359 -0.19
C 5.411 -4.877 0.459 -0.24
O 6.799 -4.782 0.221 -0.20
C 7.679 -5.817 0.754 -0.07
H 5.079 1.616 -3.460 0.08
H 5.178 1.822 -1.684 0.08
H 3.652 2.354 -2.586 0.09
H 5.771 -0.256 -1.517 0.11
H 5.291 -1.055 -2.938 0.12
H 3.379 -2.225 -1.763 0.12
H 3.657 -1.200 -0.384 0.12
H 5.404 -3.287 -1.617 0.12
H 3.606 -3.756 0.257 0.11
H 4.764 -3.037 1.315 0.12
H 5.047 -5.606 -0.266 0.12
H 5.192 -5.311 1.435 0.11
H 7.509 -6.704 0.145 0.08
H 7.352 -6.039 1.770 0.08
H 8.759 -5.665 0.750 0.08
C -0.118 13.024 3.283 -0.15
O 0.759 12.120 2.742 -0.20
C 2.138 12.480 3.021 -0.18
C 2.991 11.326 2.494 -0.22
N 2.804 11.189 1.040 -0.04
C 3.097 9.845 0.615 -0.22
C 2.051 8.747 0.907 -0.18
O 0.759 9.124 0.414 -0.21
C -0.322 8.278 0.731 -0.11
H -0.092 13.982 2.763 0.09
H 0.072 13.152 4.349 0.09
H -1.158 12.704 3.220 0.09
H 2.354 12.607 4.082 0.12
H 2.316 13.432 2.522 0.12
H 2.803 10.438 3.099 0.11
H 4.024 11.553 2.758 0.11
H 1.795 11.154 1.051 0.08
H 4.037 9.562 1.089 0.11
H 3.385 9.952 -0.431 0.11
H 1.875 8.656 1.978 0.11
H 2.292 7.763 0.504 0.12
H -1.245 8.671 0.306 0.09
H -0.389 7.989 1.780 0.09
H -0.192 7.355 0.167 0.08
C 0.782 0.766 -9.211 -0.11
O 0.560 1.915 -10.011 -0.19
C 0.231 1.733 -11.381 -0.24
C -0.630 2.819 -11.911 -0.23
N -1.896 2.694 -11.202 -0.05
C -2.734 3.880 -11.479 -0.20
C -3.674 4.006 -10.259 -0.22
O -2.897 4.484 -9.155 -0.18
C -3.663 4.685 -8.010 -0.14
H 1.614 0.162 -9.570 0.08
H -0.009 0.016 -9.221 0.08
H 1.017 1.113 -8.205 0.09
H -0.245 0.763 -11.527 0.12
H 1.185 1.677 -11.905 0.12
H -0.819 2.662 -12.973 0.13
H -0.114 3.771 -11.787 0.12
H -1.698 2.718 -10.212 0.09
H -3.324 3.775 -12.390 0.11
H -2.158 4.802 -11.553 0.11
H -4.156 3.045 -10.080 0.12
H -4.450 4.716 -10.546 0.12
H -4.459 5.429 -8.062 0.09
H -2.946 4.880 -7.212 0.09
H -4.210 3.814 -7.649 0.08
O -8.306 -4.718 -6.872 -0.09
C -8.736 -4.006 -5.656 -0.18
C -9.847 -2.968 -6.039 -0.26
O -9.398 -1.857 -6.780 -0.07
H -7.853 -4.127 -7.478 0.07
H -9.227 -4.640 -4.918 0.11
H -7.887 -3.461 -5.243 0.11
H -10.031 -2.511 -5.066 0.11
H -10.726 -3.426 -6.491 0.12
H -10.196 -1.328 -6.848 0.08
O -4.743 6.807 11.781 -0.07
C -4.351 7.149 10.476 -0.24
C -3.965 5.888 9.561 -0.21
O -2.763 5.302 10.045 -0.09
H -3.953 6.474 12.214 0.08
H -5.195 7.627 9.980 0.11
H -3.550 7.873 10.626 0.11
H -3.709 6.192 8.546 0.11
H -4.763 5.149 9.484 0.12
H -1.979 5.725 9.688 0.08
O -1.958 -4.227 -11.238 -0.07
C -2.822 -5.122 -10.547 -0.24
C -4.153 -5.420 -11.286 -0.22
O -5.118 -4.380 -11.063 -0.08
H -2.476 -3.574 -11.714 0.07
H -2.379 -6.118 -10.522 0.11
H -2.964 -4.798 -9.516 0.12
H -4.548 -6.326 -10.828 0.12
H -4.016 -5.537 -12.361 0.12
H -4.916 -3.602 -11.589 0.07
O 0.632 -7.557 5.237 -0.08
C -0.822 -7.501 5.044 -0.21
C -1.515 -6.480 5.994 -0.21
O -1.342 -6.929 7.367 -0.08
H 1.009 -8.091 4.534 0.07
H -1.061 -7.131 4.047 0.11
H -1.252 -8.494 5.175 0.11
H -2.588 -6.436 5.810 0.12
H -1.113 -5.473 5.885 0.11
H -0.391 -6.939 7.501 0.07
```

Values from the calculation:
Orbital gap: 0.312 Ha
SMILES string: COCCNCCOC.COCCNCCOC.COCCNCCOC.COCCNCCOC.COCCNCCOC.COCCNCCOC.COCCNCCOC.COCCNCCOC.OCCO.OCCO.OCCO.OCCO
HOMO energy: -8.292 eV
Lowest unoccupied orbital energy: 0.00733 Eh


E_tot (computed, eV): -121184.27427; -10371.58477; -10175.09747; -7393.70811; -121447.84641
Energy above the lowest of the compared OMol25 structures with the same formula, charge and spin (computed, kJ/mol): 0.00; 358.97; 591.88; 102.01; 656.23